--- one ---
Molecular formula: C2H2N5
Method: DFT, ωB97M-V/def2-TZVPD

As for the net charge: -1. Its molecular weight is 96.07 Da. Its HOMO-LUMO gap is 0.305 Eh. Its spin multiplicity is 1. Its LUMO energy is 3.978 eV.

Each line ends with the natural charge from an NBO analysis.
Atoms and positions in Å:
C: 0.6447 0.3269 -0.0050  0.266
C: -1.4527 -0.2414 0.2557  0.165
N: 2.5502 0.7195 0.5063  -0.204
N: 1.3081 1.0002 0.8436  -0.436
N: 1.3240 -0.3897 -0.9456  -0.417
N: 2.5504 -0.1296 -0.5320  -0.178
N: -2.2464 -0.1917 -0.6768  -0.687
H: -1.4620 -0.3792 1.3207  0.149
H: -3.2162 -0.7151 -0.7668  0.341


--- two ---
Molecular formula: C2H2N5
Method: DFT, ωB97M-V/def2-TZVPD

As for the net charge: -1. Its molecular weight is 96.07 Da. Its HOMO-LUMO gap is 0.326 Eh. Its spin multiplicity is 1. Its LUMO energy is 3.967 eV.

Each line ends with the natural charge from an NBO analysis.
Atoms and positions in Å:
C: 2.6681 0.0161 0.3057  0.308
C: 0.4769 0.1188 0.6356  0.144
N: 3.3682 1.0990 0.2399  -0.438
N: 3.3379 -1.1342 -0.1149  -0.420
N: 4.6311 0.6551 -0.0526  -0.192
N: 4.5355 -0.6418 -0.2467  -0.153
N: -0.3559 0.7106 -0.0583  -0.702
H: 0.1447 -0.3677 1.6886  0.117
H: -1.3173 0.8037 0.3148  0.337


The most stable arrangement is two, and the next structure is 0.134 eV less stable.


--- one ---
Molecular formula: C4H10N2O2
Method: DFT, ωB97M-V/def2-TZVPD

As for the net charge: 0. Its molecular weight is 118.14 Da. Its HOMO-LUMO gap is 0.379 Eh. Its spin multiplicity is 1. Its LUMO energy is 0.826 eV.

Each line ends with the natural charge from an NBO analysis.
Atoms and positions in Å:
C: -2.0826 -0.1143 0.0437  0.667
C: -3.4747 -0.0090 -0.0755  -0.747
C: 1.9732 0.1711 -0.0854  0.698
C: 3.5242 -0.0656 0.0446  -0.705
H: -0.4830 1.2545 -0.4924  0.452
H: -1.9561 2.0217 0.1170  0.382
H: -3.5260 -0.9407 -0.7879  0.293
H: -3.8948 1.0758 -0.0158  0.242
H: -3.7975 -0.3766 0.9054  0.242
H: 0.3253 -1.0551 0.1278  0.440
H: 1.9047 -1.8790 0.1596  0.388
H: 3.6591 -1.2235 0.1605  0.201
H: 3.8519 0.3813 0.8741  0.223
H: 4.0696 0.5756 -0.6263  0.242
N: -1.4333 1.0998 0.0407  -0.862
N: 1.4036 -1.0538 -0.1297  -0.840
O: -1.4710 -1.1359 -0.1100  -0.654
O: 1.4075 1.2734 -0.1503  -0.663


--- two ---
Molecular formula: C4H10N2O2
Method: DFT, ωB97M-V/def2-TZVPD

As for the net charge: 0. Its molecular weight is 118.14 Da. Its HOMO-LUMO gap is 0.302 Eh. Its spin multiplicity is 1. Its LUMO energy is 0.609 eV.

Each line ends with the natural charge from an NBO analysis.
Atoms and positions in Å:
C: -1.1712 0.5754 -0.5782  -0.065
C: 1.5740 0.4798 1.4389  -0.425
C: -1.1868 -0.1798 -1.8947  -0.627
N: 0.8064 -0.1449 0.3524  -0.375
C: -0.7030 -0.0798 0.6164  0.594
N: 1.2614 -1.4463 -0.0415  -0.648
O: -2.3500 1.3073 -0.4434  -0.697
O: -1.1535 -0.1397 1.7427  -0.591
H: -2.4858 1.4928 0.4954  0.483
H: 0.2965 0.7389 -0.5464  0.365
H: 2.2200 -1.3585 -0.3666  0.356
H: 1.2582 -2.0577 0.7753  0.346
H: 1.1951 1.4883 1.6053  0.222
H: 2.6279 0.5210 1.1626  0.203
H: 1.4449 -0.0902 2.3619  0.206
H: -2.0571 -0.8425 -1.9195  0.210
H: -0.2954 -0.7876 -2.0382  0.226
H: -1.2816 0.5234 -2.7225  0.216


--- three ---
Molecular formula: C4H10N2O2
Method: DFT, ωB97M-V/def2-TZVPD

As for the net charge: 0. Its molecular weight is 118.14 Da. Its HOMO-LUMO gap is 0.324 Eh. Its spin multiplicity is 1. Its LUMO energy is 0.833 eV.

Each line ends with the natural charge from an NBO analysis.
Atoms and positions in Å:
C: 2.2322 -0.6442 -0.3446  -0.007
C: 1.4169 -1.5648 -0.8771  -0.181
N: 0.0002 -1.6772 -0.4896  -0.824
N: 1.7941 0.3660 0.5219  -0.838
H: 3.3440 -0.6180 -0.6026  0.212
H: 1.6374 -2.1649 -1.7899  0.208
H: -0.3805 -2.5586 -0.7801  0.397
H: -0.1107 -1.6554 0.5320  0.429
H: -0.4000 -0.4833 -0.8976  0.476
H: 2.3059 1.2266 0.3304  0.382
H: 0.7933 0.4342 0.7013  0.407
O: -0.7953 0.6350 -0.9454  -0.728
C: -1.2288 0.7915 0.3318  0.784
O: -0.8726 0.0861 1.3439  -0.711
C: -2.2533 1.8913 0.4772  -0.719
H: -1.7259 2.7877 0.9515  0.241
H: -2.6458 2.0726 -0.5359  0.236
H: -3.0377 1.5254 1.1531  0.238


The most stable arrangement is three, and the next structure is 0.200 eV less stable.


--- one ---
Molecular formula: C5H15N3
Method: DFT, ωB97M-V/def2-TZVPD

As for the net charge: 0. Its molecular weight is 117.20 Da. Its HOMO-LUMO gap is 0.367 Eh. Its spin multiplicity is 1. Its LUMO energy is 1.090 eV.

Each line ends with the natural charge from an NBO analysis.
Atoms and positions in Å:
N: -2.8858 -0.6812 1.6460  -0.838
C: -2.7908 -0.2767 0.2468  -0.216
C: -1.5105 0.5122 0.0153  -0.226
N: -0.3381 -0.3428 0.2461  -0.635
C: 1.2292 1.5483 -0.4992  -0.653
C: 0.8671 0.0358 -0.4915  -0.043
C: 2.0363 -0.7900 0.0149  -0.213
N: 3.2515 -0.5334 -0.7422  -0.858
H: -3.6837 -1.2846 1.7987  0.356
H: -2.0714 -1.2588 1.8482  0.350
H: -2.7710 -1.1120 -0.4498  0.170
H: -3.6163 0.4053 0.0311  0.185
H: -1.5322 0.8274 -1.0192  0.191
H: -1.4834 1.4082 0.6341  0.178
H: -0.1175 -0.2849 1.2350  0.348
H: 1.5178 1.8991 -1.4861  0.211
H: 2.0031 1.7091 0.2476  0.215
H: 0.3818 2.1547 -0.1873  0.215
H: 0.6976 -0.2714 -1.5237  0.177
H: 2.2242 -0.5951 1.0740  0.167
H: 1.7340 -1.8253 -0.1003  0.190
H: 3.1143 0.1142 -1.5055  0.360
H: 3.7439 -1.3581 -1.0331  0.368


--- two ---
Molecular formula: C5H15N3
Method: DFT, ωB97M-V/def2-TZVPD

As for the net charge: 0. Its molecular weight is 117.20 Da. Its HOMO-LUMO gap is 0.330 Eh. Its spin multiplicity is 1. Its LUMO energy is 0.776 eV.

Each line ends with the natural charge from an NBO analysis.
Atoms and positions in Å:
C: -1.3372 -0.5217 0.0794  -0.286
C: -1.9844 0.5684 0.9415  -0.634
N: -1.3892 -0.2930 -1.3539  -0.867
C: 0.0139 -1.6326 1.8994  0.164
N: 1.0582 -1.1107 2.0649  -0.411
H: -1.8530 -1.4666 0.2592  0.181
H: -2.3448 -0.2399 -1.6885  0.345
H: -0.8789 0.5590 -1.5741  0.388
H: 1.3062 -0.2603 1.0393  0.310
H: -0.7284 -2.3471 2.1913  0.242
H: -1.4405 1.5064 0.8354  0.205
H: -3.0187 0.7413 0.6331  0.201
H: -2.0019 0.2933 1.9980  0.196
C: 1.4845 0.4608 -0.1312  -0.325
C: 1.9051 -0.5089 -1.2254  -0.639
N: 0.8090 1.6375 -0.6979  -0.867
H: 1.4027 2.0832 -1.3950  0.361
H: 0.6333 2.3286 0.0230  0.361
H: 2.4045 0.7971 0.3775  0.168
H: -0.0835 -0.3308 0.2142  0.272
H: 1.0301 -0.8936 -1.7477  0.228
H: 2.5621 -0.0254 -1.9553  0.196
H: 2.4509 -1.3446 -0.7870  0.211


The most stable arrangement is one, and the next structure is 4.021 eV less stable.


--- one ---
Molecular formula: C5H15N3
Method: DFT, ωB97M-V/def2-TZVPD

As for the net charge: 0. Its molecular weight is 117.20 Da. Its HOMO-LUMO gap is 0.294 Eh. Its spin multiplicity is 1. Its LUMO energy is 0.940 eV.

Each line ends with the natural charge from an NBO analysis.
Atoms and positions in Å:
C: 1.5452 0.4744 0.9597  0.020
C: -1.8969 1.5585 -0.7770  -0.409
C: -2.0547 -0.1556 0.9089  -0.406
C: 1.1600 -2.5553 -0.8546  -0.434
C: 1.7318 1.6080 0.0189  -0.678
N: -1.1823 0.5980 0.0358  -0.653
N: 1.4592 -0.7647 0.5465  -0.219
N: 1.1616 -1.1374 -0.6684  -0.463
H: 1.4218 -1.4862 1.2902  0.366
H: -0.6501 -0.0406 -0.5682  0.383
H: 1.6135 0.6329 2.0235  0.191
H: -2.6990 1.1053 -1.3821  0.158
H: -2.3505 2.3123 -0.1282  0.183
H: -1.1965 2.0486 -1.4507  0.198
H: -2.8482 -0.6995 0.3715  0.159
H: -1.4640 -0.8807 1.4671  0.188
H: -2.5323 0.5281 1.6139  0.186
H: 2.1375 -2.9163 -1.2057  0.178
H: 0.4205 -2.8039 -1.6164  0.204
H: 0.9096 -3.1064 0.0669  0.150
H: 1.8999 1.2193 -0.9823  0.244
H: 0.8393 2.2344 0.0026  0.238
H: 2.5747 2.2269 0.3279  0.217


--- two ---
Molecular formula: C5H15N3
Method: DFT, ωB97M-V/def2-TZVPD

As for the net charge: 0. Its molecular weight is 117.20 Da. Its HOMO-LUMO gap is 0.345 Eh. Its spin multiplicity is 1. Its LUMO energy is 1.076 eV.

Each line ends with the natural charge from an NBO analysis.
Atoms and positions in Å:
N: -0.2995 0.7894 1.5943  -0.864
C: 0.0905 0.7087 0.1762  -0.049
C: -1.1336 0.2855 -0.7352  -0.438
C: -1.9347 -0.8622 -0.1336  -0.257
N: -3.2089 -0.4436 0.5066  -0.865
C: 1.0943 -0.5105 0.0500  -0.223
N: 2.0752 -0.2041 -0.9960  -0.662
C: 3.3610 0.2762 -0.4736  -0.416
H: -0.7983 1.6391 1.8415  0.361
H: -0.7717 -0.0347 1.9097  0.363
H: 0.7005 1.5396 -0.1626  0.209
H: -0.7319 -0.0016 -1.7008  0.205
H: -1.7535 1.1353 -1.0405  0.210
H: -1.5496 -1.4989 0.6618  0.190
H: -1.9458 -1.5932 -0.9667  0.198
H: -4.0016 -0.8199 0.0251  0.364
H: -3.2681 0.5415 0.6840  0.363
H: 1.5628 -0.7742 1.0027  0.184
H: 0.5242 -1.3861 -0.2550  0.180
H: 2.0378 -0.9008 -1.7200  0.372
H: 3.4045 1.2882 -0.1076  0.201
H: 3.6861 -0.5358 0.1930  0.175
H: 4.0880 0.1712 -1.2893  0.199


--- three ---
Molecular formula: C5H15N3
Method: DFT, ωB97M-V/def2-TZVPD

As for the net charge: 0. Its molecular weight is 117.20 Da. Its HOMO-LUMO gap is 0.343 Eh. Its spin multiplicity is 1. Its LUMO energy is 0.979 eV.

Each line ends with the natural charge from an NBO analysis.
Atoms and positions in Å:
C: 1.0894 -0.2133 -0.6026  -0.222
C: -0.3699 0.2341 -0.7645  -0.230
C: -2.3870 1.0227 0.2348  -0.442
C: 1.1938 -1.6988 -0.2541  -0.615
C: 1.8834 0.0841 -1.8766  -0.599
N: -1.0295 0.5825 0.4752  -0.418
N: -0.7098 -0.4763 1.9568  -0.251
N: -0.1600 0.4743 2.7270  -0.626
H: -1.7127 -0.4862 2.1317  0.331
H: 1.5213 0.3739 0.2154  0.191
H: 0.8543 0.4346 2.6875  0.351
H: -0.4890 1.4050 2.3938  0.368
H: -0.3993 1.1197 -1.4177  0.195
H: -0.9315 -0.5505 -1.3038  0.155
H: -2.9983 0.2481 -0.2580  0.163
H: -2.4021 1.9186 -0.3977  0.211
H: -2.8651 1.2959 1.1807  0.193
H: 0.8066 -2.3071 -1.0740  0.196
H: 2.9185 -0.2410 -1.7728  0.209
H: 0.6213 -1.9423 0.6373  0.236
H: 2.2332 -1.9823 -0.0831  0.202
H: 1.8809 1.1498 -2.1073  0.204
H: 1.4515 -0.4456 -2.7280  0.201


The most stable arrangement is two, and the next structure is 1.158 eV less stable.


--- one ---
Molecular formula: C5H15N3
Method: DFT, ωB97M-V/def2-TZVPD

As for the net charge: 0. Its molecular weight is 117.20 Da. Its HOMO-LUMO gap is 0.350 Eh. Its spin multiplicity is 1. Its LUMO energy is 1.078 eV.

Each line ends with the natural charge from an NBO analysis.
Atoms and positions in Å:
C: 0.3248 -1.2694 -0.3913  -0.204
N: 0.8543 -1.3520 1.0657  -0.660
C: 2.0771 -2.0877 1.2889  -0.417
C: -0.9435 -0.3549 -0.3072  -0.100
C: -2.2182 -0.6294 -0.9835  -0.603
N: -0.5022 0.9592 -1.0332  -0.676
C: -0.4593 2.2243 -0.3276  -0.061
N: 0.6442 2.5755 0.6073  -0.807
H: 0.1285 -2.3480 -0.7396  0.184
H: 1.1562 -0.8718 -1.0066  0.189
H: 0.8859 -0.3392 1.3986  0.346
H: 2.9924 -1.4644 1.2531  0.175
H: 2.0540 -2.5890 2.2909  0.196
H: 2.2080 -2.9278 0.5422  0.197
H: -1.0154 -0.3747 0.7002  0.213
H: -2.3462 -0.0870 -2.0048  0.203
H: -3.0115 -0.3356 -0.3358  0.222
H: -2.3637 -1.7644 -1.2021  0.207
H: -0.7253 0.8046 -1.9863  0.381
H: -0.3073 3.0744 -1.0001  0.193
H: -1.2994 2.4128 0.3260  0.155
H: 0.5495 2.0020 1.4076  0.327
H: 1.4352 2.2312 0.2018  0.339


--- two ---
Molecular formula: C5H15N3
Method: DFT, ωB97M-V/def2-TZVPD

As for the net charge: 0. Its molecular weight is 117.20 Da. Its HOMO-LUMO gap is 0.362 Eh. Its spin multiplicity is 1. Its LUMO energy is 1.093 eV.

Each line ends with the natural charge from an NBO analysis.
Atoms and positions in Å:
C: 0.9574 -2.6413 0.0495  -0.417
N: 0.7457 -1.3742 0.7144  -0.645
C: 0.2947 -0.2222 -0.0636  -0.028
C: -1.2411 -0.2637 -0.0192  -0.439
C: -2.2022 0.6872 -0.8689  -0.226
N: -2.3486 1.9827 -0.0476  -0.854
C: 0.9436 1.0935 0.5352  -0.234
N: 2.2925 1.3469 0.0725  -0.898
H: 1.8647 -2.6386 -0.5569  0.173
H: 0.1457 -3.0822 -0.6075  0.200
H: 1.0591 -3.3789 0.8443  0.203
H: 1.6561 -1.0519 1.1142  0.360
H: 0.7492 -0.2386 -1.2376  0.140
H: -1.4685 -1.2944 -0.2919  0.208
H: -1.3687 -0.2529 1.0835  0.211
H: -1.9250 0.7953 -1.9230  0.196
H: -3.2281 0.2006 -0.8414  0.188
H: -1.8356 1.8503 0.9001  0.364
H: -1.9801 2.7174 -0.6102  0.355
H: 1.0333 0.9075 1.7146  0.188
H: 0.3950 2.0587 0.3752  0.200
H: 3.1013 1.2215 0.6022  0.383
H: 2.3596 1.5774 -0.9378  0.374


The most stable arrangement is two, and the next structure is 0.598 eV less stable.


--- one ---
Molecular formula: ClH2O2PS
Method: DFT, ωB97M-V/def2-TZVPD

As for the net charge: 0. Its molecular weight is 132.51 Da. Its HOMO-LUMO gap is 0.292 Eh. Its spin multiplicity is 1. Its LUMO energy is -0.823 eV.

Each line ends with the natural charge from an NBO analysis.
Atoms and positions in Å:
O: 1.2706 0.1747 0.9878  -0.994
O: 0.7842 0.1014 -1.4718  -0.972
P: 0.6370 1.1015 -0.2054  1.426
S: -1.9228 0.4608 0.6115  -0.289
Cl: -2.2315 -1.2558 -0.4404  -0.188
H: 0.6546 0.2235 1.6562  0.505
H: 0.8079 -0.8061 -1.1379  0.513


--- two ---
Molecular formula: ClH2O2PS
Method: DFT, ωB97M-V/def2-TZVPD

As for the net charge: 0. Its molecular weight is 132.51 Da. Its HOMO-LUMO gap is 0.320 Eh. Its spin multiplicity is 1. Its LUMO energy is -1.246 eV.

Each line ends with the natural charge from an NBO analysis.
Atoms and positions in Å:
O: 1.4463 -0.3340 2.6174  -0.975
O: -0.7389 0.1309 -1.3409  -0.956
P: 0.8385 -0.0493 1.3338  1.566
S: 0.4141 1.7832 0.7134  -0.370
Cl: 0.2968 -1.9012 0.5916  -0.212
H: -1.2722 -0.6456 -2.1457  0.465
H: -0.9846 1.0160 -1.7696  0.481


The most stable arrangement is one, and the next structure is 0.824 eV less stable.


--- one ---
Molecular formula: C2H3BrO3S
Method: DFT, ωB97M-V/def2-TZVPD

As for the net charge: 0. Its molecular weight is 187.01 Da. Its HOMO-LUMO gap is 0.418 Eh. Its spin multiplicity is 1. Its LUMO energy is 0.594 eV.

Each line ends with the natural charge from an NBO analysis.
Atoms and positions in Å:
C: 0.0980 -0.1790 0.5298  -0.078
C: -1.0538 0.1642 -0.5788  -0.611
O: -1.6739 -2.5155 -0.9008  -0.876
O: -2.9825 -1.1648 0.7448  -0.888
O: -0.5133 -1.3383 1.0797  -0.684
S: -1.7900 -1.4751 0.0303  2.333
Br: -2.0846 1.6883 -0.3575  0.152
H: 0.9709 -0.4828 0.1290  0.188
H: 0.1498 0.4854 1.4062  0.209
H: -0.5674 -0.0746 -1.5746  0.255


--- two ---
Molecular formula: C2H3BrO3S
Method: DFT, ωB97M-V/def2-TZVPD

As for the net charge: 0. Its molecular weight is 187.01 Da. Its HOMO-LUMO gap is 0.306 Eh. Its spin multiplicity is 1. Its LUMO energy is -1.423 eV.

Each line ends with the natural charge from an NBO analysis.
Atoms and positions in Å:
C: 1.1836 -2.3228 0.3109  0.439
C: -0.7653 0.3239 0.8115  -0.848
O: 1.9462 -2.7997 -0.3871  -0.485
O: -0.4361 0.3998 -1.5867  -0.788
O: 1.6288 0.7908 -0.2762  -0.923
S: 0.5204 -0.1104 -0.4432  1.616
Br: -0.9697 2.2096 -1.5007  0.283
H: -1.7138 -0.1734 0.5805  0.237
H: -0.5986 0.1756 1.7840  0.223
H: -0.7954 1.5066 0.7070  0.247


The most stable arrangement is one, and the next structure is 1.661 eV less stable.